Model one:
Entry from the Open Molecules 2025 dataset: a molecular structure, C4H7ORu (ωB97M-V with the def2-TZVPD basis set).

Each line ends with the Mulliken spin population.
Geometry (Å):
1 H -1.345 -0.413 1.712  0.0000
2 C 0.254 0.737 0.254  0.3429
3 C -0.087 -1.013 -0.319  -0.0257
4 C 0.434 0.196 -1.117  0.0811
5 O 1.227 1.082 1.036  0.0439
6 H -2.313 -0.294 -0.023  0.0119
7 H 1.483 0.136 -1.426  -0.0095
8 H -0.981 1.320 0.691  -0.0011
9 H -0.711 -1.644 -0.964  0.0205
10 Ru 3.080 1.019 1.208  4.9696
11 H -0.306 0.589 -1.824  0.0093
12 H 0.729 -1.611 0.113  0.0137
13 C -1.465 -0.104 0.657  0.5434

Results
E_LUMO (spin up / spin down) ... -3.86 / -5.74 eV
2S+1 ... 7
Net charge ... +1
Gap between HOMO and LUMO (spin up / spin down) ... 7.12 / 8.60 eV

Model two:
Entry from the Open Molecules 2025 dataset: a molecular structure, C4H7ORu (ωB97M-V with the def2-TZVPD basis set).

Each line ends with the Mulliken spin population.
Geometry (Å):
1 C -1.449 -0.154 0.703  0.0118
2 Ru 3.824 0.136 -0.007  5.4813
3 H 2.788 -1.024 1.024  0.4755
4 H -1.233 -0.958 -1.351  0.0001
5 C 0.953 0.070 -0.111  0.0312
6 H -2.147 0.441 1.291  0.0011
7 H 0.995 -1.030 -0.261  -0.0525
8 C -0.380 0.647 -0.034  0.0051
9 H -2.242 0.578 -1.239  0.0006
10 H -0.425 1.735 0.022  0.0003
11 O 1.965 0.730 -0.427  0.0435
12 C -1.505 -0.075 -0.772  0.0031
13 H -1.144 -1.096 1.161  -0.0011

Results
E_LUMO (spin up / spin down) ... -4.91 / -7.50 eV
2S+1 ... 7
Net charge ... +1
Gap between HOMO and LUMO (spin up / spin down) ... 6.65 / 8.36 eV

Energy ordering: model two at the bottom, the next structure 62.3 kcal/mol above.

Model one:
Entry from the Open Molecules 2025 dataset: C23H35N3O3 in the gas phase (ωB97M-V with the def2-TZVPD basis set).

Each line ends with the Mulliken charge.
Geometry (Å):
1 C 1.963 -0.506 0.291  -0.0720
2 C 1.481 2.793 0.787  -0.5340
3 C 0.454 -0.574 0.473  2.1142
4 H 0.059 0.412 0.717  -0.1704
5 H 6.100 2.455 -0.574  0.4357
6 C -4.854 -0.984 -2.178  -0.2298
7 H 2.271 2.419 -1.181  0.6110
8 H -1.626 -0.151 3.180  0.4137
9 C -0.177 -1.039 -0.843  -1.7957
10 H 0.501 -1.220 2.536  0.6186
11 O -6.066 -0.899 -1.532  -0.3698
12 C -5.207 -0.483 -4.678  -0.6448
13 C -3.910 -0.611 -1.283  0.7373
14 C 4.752 0.598 2.009  -1.7708
15 H -3.585 -1.874 -5.280  0.2847
16 H -5.301 0.558 -4.402  0.2674
17 H -1.626 -3.106 0.071  0.3380
18 C 2.653 2.831 1.772  -0.6857
19 H 0.550 -2.516 1.357  0.2604
20 C -2.013 -2.118 0.349  -1.8311
21 H -3.037 -0.478 -4.235  0.2189
22 H 5.361 -0.281 1.793  0.4651
23 H 4.075 1.327 -1.286  0.4115
24 C -1.436 -1.733 1.721  2.8213
25 H 4.319 -0.221 -0.461  0.5238
26 H 1.281 3.798 0.405  0.4776
27 H -2.794 -3.038 2.803  0.4323
28 H 0.246 -2.015 -1.107  0.1390
29 H 0.579 2.487 1.325  0.2369
30 H -3.097 -2.180 0.398  0.6859
31 H 4.735 3.350 1.838  0.5486
32 C -3.850 -1.105 -4.569  -0.5609
33 C -2.094 -0.455 2.240  -1.9452
34 H 6.575 0.832 -0.053  0.4340
35 H -5.366 -2.440 -3.666  0.4539
36 O -2.016 0.294 -2.360  -0.7325
37 H -5.875 -0.813 -5.461  0.2803
38 H -1.311 -2.650 3.679  0.4118
39 H 2.589 1.977 2.448  0.2308
40 O 2.657 -1.494 0.486  -0.6789
41 N -4.522 -0.288 -0.071  -0.3191
42 H 2.528 3.715 2.401  0.4621
43 C -4.910 -1.462 -3.565  -0.3174
44 C -2.437 -0.461 -1.493  0.8827
45 H -2.013 0.371 1.533  0.3219
46 H 4.035 3.504 0.244  0.3711
47 C 4.682 1.505 0.778  2.8200
48 N 2.487 0.679 -0.127  0.5643
49 C 6.102 1.762 0.271  -2.1187
50 H 5.199 1.128 2.854  0.3823
51 C -5.772 -0.471 -0.293  -0.2001
52 H 6.720 2.194 1.061  0.4351
53 C -1.719 -2.877 2.692  -2.0506
54 C 1.708 1.878 -0.419  -0.9910
55 H -3.159 -0.612 2.416  0.4659
56 C 3.923 0.787 -0.346  -2.3635
57 C 4.048 2.866 1.136  -1.4141
58 H 3.769 0.235 2.309  0.2892
59 H -1.266 -3.809 2.348  0.4526
60 N -1.616 -1.173 -0.683  0.3968
61 H -6.597 -0.330 0.386  0.4418
62 H 0.009 -0.348 -1.661  0.6727
63 H 0.756 1.617 -0.881  0.2465
64 C 0.082 -1.555 1.583  -2.2612

Results
E_LUMO ... 0.75 eV
SMILES ... CC1(C)C[C@@H](C(=O)N2CCCCC(C)(C)C2)CN(C(=O)c2ncoc2C2CC2)C1
Gap between HOMO and LUMO ... 9.75 eV

Model two:
Entry from the Open Molecules 2025 dataset: C23H35N3O3 in the gas phase (ωB97M-V with the def2-TZVPD basis set).

Each line ends with the Mulliken charge.
Geometry (Å):
1 H 0.466 -0.067 0.185  -0.3202
2 H 3.189 -1.181 -0.979  0.4530
3 C 0.074 1.928 -0.464  -1.7464
4 C -0.017 0.380 -3.919  0.6740
5 H 4.832 0.715 -0.645  0.4008
6 H -2.033 -2.414 1.385  0.4749
7 H -1.170 -2.384 5.027  0.5638
8 H -1.918 -2.647 -5.443  0.2272
9 C -1.696 -0.005 5.989  -2.1248
10 H -1.607 -0.007 0.501  0.2353
11 C -2.323 -0.608 -4.642  -0.1033
12 C 2.284 1.086 0.310  -2.1740
13 H -2.602 -0.231 1.915  0.6569
14 C 0.345 1.214 1.910  -0.1053
15 H -2.772 -0.080 5.813  0.4358
16 H 1.203 -0.277 4.132  0.2926
17 H 2.925 -0.639 -2.644  0.4182
18 C 2.587 -0.525 -1.612  -1.9332
19 H -1.431 -0.716 6.773  0.4336
20 H 1.555 -0.878 -1.563  0.2725
21 H 0.472 -1.914 3.024  0.2184
22 H -2.671 -0.717 -6.836  0.2320
23 H 2.572 2.072 0.681  0.2605
24 H 4.546 1.245 -2.306  0.4352
25 C -0.908 -0.295 4.710  2.8119
26 O -1.354 0.320 -2.011  -0.7590
27 C 4.199 1.343 -1.275  -2.0456
28 H -4.185 -0.561 -5.833  0.2649
29 N 0.466 1.645 -1.839  0.3977
30 N 1.198 0.503 -4.601  -0.3882
31 O -0.298 -0.418 -5.945  -0.4169
32 C 0.968 0.019 -5.761  -0.4075
33 O 0.967 2.003 2.607  -0.6888
34 C -1.156 -1.803 1.617  -0.5497
35 C -1.323 -1.688 4.197  -1.4118
36 C -2.703 -2.019 -5.044  -0.5517
37 C -1.246 0.817 3.707  -2.3719
38 H 0.870 -1.102 5.662  0.3839
39 H 0.403 2.942 -0.223  0.1777
40 H 2.152 1.721 -3.089  0.6737
41 C -0.574 -2.220 2.969  -0.7161
42 H 2.804 0.351 0.932  0.6124
43 H -1.008 1.882 -0.382  0.7683
44 H 4.340 2.380 -0.963  0.4536
45 H -1.482 1.000 6.361  0.4323
46 H -0.563 -3.312 3.005  0.4728
47 H -0.423 -2.019 0.835  0.2131
48 H 2.108 2.896 -1.772  0.3080
49 C 0.588 -0.256 5.031  -1.7694
50 C 1.897 1.858 -2.045  -2.0253
51 H -2.332 0.942 3.659  0.3963
52 N -0.771 0.571 2.352  0.5395
53 H -0.811 1.756 4.047  0.5434
54 C -0.925 -0.196 -4.755  0.1056
55 H 0.836 0.666 5.560  0.4600
56 H -2.811 -0.210 -3.768  0.5920
57 H -2.403 -1.691 4.001  0.3712
58 C 0.771 0.939 0.477  2.2882
59 C -0.321 0.759 -2.512  0.4949
60 C 2.735 0.927 -1.151  3.1271
61 C -3.147 -0.858 -5.876  -0.7071
62 H -3.426 -2.527 -4.423  0.2765
63 C -1.581 -0.334 1.540  -0.9903
64 H 1.642 -0.080 -6.595  0.4566

Results
E_LUMO ... 0.75 eV
SMILES ... CC1(C)C[C@@H](C(=O)N2CCCCC(C)(C)C2)CN(C(=O)c2ncoc2C2CC2)C1
Gap between HOMO and LUMO ... 9.56 eV

Energy ordering: model two at the bottom, the next structure 2.4 kcal/mol above.

Model one:
Entry from the Open Molecules 2025 dataset: a gas-phase ion, C6H11O2 (charge -1) (ωB97M-V with the def2-TZVPD basis set).

Each line ends with the Mulliken charge.
Geometry (Å):
1 H -1.250 0.821 -1.401  0.2599
2 H 3.368 -0.182 0.123  0.3515
3 O -3.383 0.915 -0.159  -0.7313
4 O -2.250 2.211 1.309  -0.7359
5 H 2.418 -1.628 0.559  0.2979
6 C 2.384 -0.542 0.435  -1.2612
7 H -0.772 -1.636 -1.228  0.3475
8 H 1.190 -0.434 -1.423  0.2734
9 C -0.112 -0.077 0.138  0.5173
10 C -0.766 -1.419 -0.155  -1.5021
11 H -0.438 2.034 -0.355  0.4240
12 C -2.355 1.425 0.345  0.2994
13 H 2.214 -0.226 1.470  0.3474
14 H -1.773 -1.369 0.258  0.3699
15 H -0.085 0.082 1.226  0.2636
16 H -0.244 -2.270 0.278  0.3760
17 H 1.520 1.129 -0.591  0.3785
18 C -0.984 1.091 -0.365  -0.8172
19 C 1.318 0.076 -0.464  -0.4587

Results
E_LUMO ... 3.61 eV
SMILES ... CC[C@H](C)CC(=O)[O-]
Net charge ... -1
Gap between HOMO and LUMO ... 7.48 eV

Model two:
Entry from the Open Molecules 2025 dataset: 2 unconnected molecules or ions with the total composition C6H11O2 (ωB97M-V with the def2-TZVPD basis set).

Each line ends with the Mulliken charge.
Geometry (Å):
1 C 1.380 1.204 0.730  -1.1357
2 O -1.837 -0.085 -1.007  -0.7979
3 C 1.675 -1.777 -1.275  -0.6956
4 C 2.033 -0.497 -0.931  -0.4052
5 H 2.428 -2.515 -1.493  0.2575
6 O -0.927 -0.728 0.971  -0.7075
7 H 0.558 1.925 0.981  0.2456
8 H 3.108 -0.293 -0.831  0.2802
9 C 1.122 0.667 -0.679  0.2830
10 H 0.074 0.305 -0.791  -0.1409
11 C -1.862 -0.231 0.258  0.7927
12 H -3.174 -0.452 1.926  0.2554
13 C -3.156 0.094 0.962  -1.0101
14 H 1.349 1.452 -1.388  0.3623
15 H -3.251 1.207 1.190  0.1788
16 H 1.455 0.322 1.397  0.2724
17 H -3.981 -0.233 0.345  0.2846
18 H 2.375 1.699 0.889  0.4030
19 H 0.634 -2.063 -1.253  0.2776

Results
E_LUMO ... 4.14 eV
Net charge ... -1
Gap between HOMO and LUMO ... 8.32 eV

Energy ordering: model one at the bottom, the next structure 20.7 kcal/mol above.